Formula: C29H54Br6N6O
Source: the OMol25 dataset
Level of theory: ωB97M-V/def2-TZVPD

Summary:
* relative energy (zero: lowest compared OMol25 entry of this formula, charge and spin): 0.0000 eV
* total energy: -16985.2013 Eh
* SMILES: CN(C)C=O.BrCCBr.BrCCBr.BrCCBr.CCCC#N.CCCC#N.CCCC#N.CCCC#N.CCCC#N
* LUMO level: 0.008 hartree

Each line ends with the Mulliken charge.
Geometry (Å):
C: 4.33059 -0.46983 5.39188  -0.90
N: 4.50520 0.14136 4.09971  0.17
C: 3.35346 0.69415 3.43430  0.00
C: 5.73892 0.24632 3.53033  0.01
O: 5.96072 0.96385 2.58153  -0.48
H: 4.02025 0.28224 6.12645  0.33
H: 5.29160 -0.78511 5.80606  0.31
H: 3.65347 -1.31872 5.47823  0.28
H: 3.39157 0.61587 2.35441  -0.24
H: 2.44401 0.14322 3.70243  -0.16
H: 3.05105 1.68995 3.77476  0.23
H: 6.47923 -0.38102 4.04911  0.29
Br: 4.29882 -0.46569 -4.70823  -0.23
C: 5.30462 -0.85399 -3.05209  -0.59
C: 4.56192 -0.28896 -1.87714  -0.29
Br: 5.48618 -0.80862 -0.24455  -0.12
H: 6.29094 -0.40018 -3.07846  0.41
H: 5.38029 -1.93300 -2.94894  0.41
H: 3.57008 -0.66811 -1.66450  0.05
H: 4.55446 0.79804 -1.94037  0.31
Br: 0.85028 0.34901 -2.87221  -0.14
C: -0.50813 0.48174 -1.48491  -0.79
C: -0.10425 -0.40064 -0.32592  -0.10
Br: 1.72439 0.09879 0.26578  -0.06
H: -1.52108 0.39319 -1.87117  0.67
H: -0.54666 1.51371 -1.13082  0.37
H: -0.01129 -1.44555 -0.60179  0.20
H: -0.76022 -0.29853 0.53231  -0.12
Br: -3.62126 4.15760 -5.08430  -0.17
C: -1.68394 4.48931 -4.91943  -0.60
C: -1.04361 3.48992 -3.99796  0.18
Br: -1.60278 3.78648 -2.13782  -0.10
H: -1.57875 5.53353 -4.64070  0.40
H: -1.23324 4.44551 -5.91194  0.40
H: 0.04465 3.54856 -3.98659  0.34
H: -1.23623 2.43942 -4.18276  -0.42
C: -1.58398 -1.96375 -6.95428  -1.20
C: -2.47688 -0.89426 -6.36220  -0.57
C: -1.95400 -0.32360 -5.04132  -0.01
C: -2.15431 -1.23566 -3.91152  0.29
N: -2.32506 -1.96113 -3.04072  -0.42
H: -1.44965 -2.80356 -6.26230  0.33
H: -0.60105 -1.66981 -7.32274  0.31
H: -2.06268 -2.49405 -7.78489  0.37
H: -3.42626 -1.39350 -6.15805  0.29
H: -2.66708 -0.09692 -7.07963  0.36
H: -2.39002 0.65852 -4.82761  0.09
H: -0.91837 0.02122 -5.10870  0.19
C: -1.27534 -6.24197 0.11185  -1.34
C: -1.04656 -4.88608 0.79015  -0.58
C: -1.76431 -3.72922 0.14555  1.37
C: -3.15801 -3.95601 -0.24356  0.01
N: -4.28568 -4.05369 -0.42212  -0.60
H: -0.66907 -7.02337 0.57512  0.40
H: -0.85587 -6.18131 -0.89588  0.33
H: -2.32000 -6.53698 0.16856  0.34
H: 0.02922 -4.70763 0.83294  0.37
H: -1.31908 -4.96059 1.84699  0.35
H: -1.27966 -3.37027 -0.76819  0.03
H: -1.85889 -2.87288 0.81829  -0.62
C: 0.61266 -0.49454 6.02002  -0.96
C: -0.80742 -0.27452 5.54108  -0.57
C: -0.86425 0.04878 4.04261  -0.44
C: -0.59253 -1.12805 3.20617  0.18
N: -0.35364 -2.05648 2.57510  -0.38
H: 0.68028 -0.89972 7.02807  0.41
H: 1.19418 0.43462 6.02244  0.27
H: 1.18635 -1.11753 5.32719  0.16
H: -1.25121 0.55084 6.09615  0.36
H: -1.39553 -1.18298 5.67519  0.35
H: -0.14314 0.80877 3.72437  0.30
H: -1.83317 0.44672 3.73266  0.35
C: 2.51766 4.68697 -1.32246  -1.23
C: 2.72334 3.69535 -0.15979  0.51
C: 4.10130 3.66110 0.41963  -0.10
C: 4.40943 4.75064 1.38675  0.10
N: 4.63121 5.56209 2.16587  -0.49
H: 1.63325 5.31915 -1.23669  0.26
H: 2.61645 4.26728 -2.31867  0.28
H: 3.29245 5.45107 -1.16723  0.42
H: 2.48027 2.68712 -0.49945  -0.37
H: 1.99575 3.86790 0.63811  0.35
H: 4.87856 3.75987 -0.34189  0.38
H: 4.22878 2.77679 1.05256  -0.05
C: -6.59731 0.99678 1.70426  -1.10
C: -6.49674 -0.41678 2.21573  -0.57
C: -5.52870 -1.36997 1.48206  -0.34
C: -4.21265 -0.73434 1.30792  0.09
N: -3.21212 -0.19371 1.16435  -0.35
H: -7.00197 1.07782 0.69501  0.29
H: -5.68706 1.57982 1.84465  0.31
H: -7.31807 1.55536 2.31341  0.35
H: -7.46790 -0.90023 2.33143  0.36
H: -6.12295 -0.40052 3.24639  0.28
H: -5.88469 -1.62141 0.48153  0.33
H: -5.43353 -2.30137 2.03501  0.32